No. 1
# C28H55Cl8N5O2

A cluster of 9 separate species, C28H55Cl8N5O2 in total (ωB97M-V/def2-TZVPD, OMol25).

The geometry in XYZ format:
```
98
Properties=species:S:1:pos:R:3:forces:R:3
C -5.53995 0.79696 -2.21250 -0.5945 -1.4974 0.7437
C -4.60617 -0.25132 -2.74528 1.6919 -0.7378 -0.4017
C -5.33728 -1.18548 -3.69943 -0.9187 0.1547 -0.9688
C -3.46415 0.50069 -3.42204 -0.6003 0.5279 -0.6640
C -2.27637 -0.36685 -3.71878 0.8097 0.7508 -1.4125
C -1.70507 -1.09062 -2.55924 -0.9970 -0.7527 1.9307
C -2.77992 -1.94653 -1.80794 0.1733 1.6252 -0.6906
C -3.22103 -3.16080 -2.61596 0.8749 1.0188 -0.5663
C -2.20034 -2.45788 -0.48769 -1.5891 0.0004 0.5988
N -3.93657 -0.95374 -1.58607 -0.0561 -1.2668 0.0836
O -4.91280 -1.64501 -0.83558 -0.4938 0.5219 1.4790
H -6.41860 0.28363 -1.80519 0.0767 0.3761 0.2757
H -4.95069 1.25440 -1.44118 -0.2604 0.7910 0.5263
H -5.88233 1.45416 -2.98582 0.0843 0.5541 -0.4094
H -5.92048 -0.63114 -4.45499 0.1377 0.1869 0.4489
H -4.82076 -1.91709 -4.29422 0.9036 0.1271 -0.0957
H -6.05926 -1.80568 -3.19848 -0.5869 -0.0844 0.5882
H -3.88355 1.00032 -4.33646 0.4729 -0.6211 0.4686
H -3.15674 1.34565 -2.80846 -0.0066 -0.0185 0.4795
H -2.53806 -1.01813 -4.53319 0.0090 -0.5594 -0.4732
H -1.47237 0.27770 -4.07845 -0.0175 -0.0299 -0.3635
H -1.37289 -0.32512 -1.85013 0.1133 -0.0848 0.1558
H -0.85019 -1.73505 -2.73824 0.1694 0.0555 -0.5118
H -4.05973 -3.62256 -2.14393 -0.7442 -0.4206 -0.0127
H -2.41402 -3.86557 -2.63626 0.4692 -0.5661 0.0766
H -3.38071 -2.85607 -3.65105 -0.2884 -0.4138 0.2337
H -2.98818 -3.00407 0.03522 -0.1786 -0.0007 0.0323
H -1.88045 -1.72210 0.24554 0.2663 0.3222 -0.3214
H -1.45287 -3.21223 -0.64360 0.7483 -0.0263 -0.3453
H -5.43632 -2.30983 -1.30230 0.3975 0.0762 -0.8069
C 4.74278 -1.98982 -2.10925 -0.2083 0.3089 0.1444
C 5.53582 -2.03575 -0.82992 -0.9156 0.6654 2.1160
C 6.74143 -2.94145 -0.81998 -0.2182 -1.1065 -0.8420
C 6.05767 -0.65861 -0.36665 0.0397 -0.3648 -1.2766
C 5.03713 0.35631 0.05424 -0.6999 -0.3385 0.3961
C 4.23022 -0.25191 1.21660 0.7272 0.0864 0.3540
C 3.56231 -1.59811 0.93286 -0.2426 0.0324 -1.1483
C 3.12087 -2.19458 2.28749 1.5429 -0.1228 -0.1235
C 2.27599 -1.43116 0.02958 0.3650 -0.2940 0.9996
N 4.66552 -2.49596 0.34117 -0.7014 0.6530 -0.0462
O 4.04980 -3.75632 -0.03131 0.3152 0.8534 0.1728
H 4.18169 -2.90721 -2.24454 -0.0983 -0.1393 0.0000
H 4.03911 -1.15023 -2.05237 0.1226 -0.2233 -0.2994
H 5.39870 -1.87338 -2.95705 0.2227 0.1954 -0.3999
H 7.22277 -2.84818 0.13181 0.1866 -0.2563 0.6775
H 6.44465 -3.99099 -1.00926 0.2401 0.4526 0.1487
H 7.50004 -2.67040 -1.55485 -0.2041 0.1527 -0.2837
H 6.74835 -0.83199 0.46171 -0.0087 0.1113 -0.0262
H 6.61252 -0.24071 -1.20743 0.3736 -0.0605 -0.0328
H 5.63825 1.21496 0.31821 -0.1901 0.4938 0.6634
H 4.39204 0.73273 -0.74991 0.0142 -0.4448 -0.0938
H 3.50012 0.43288 1.64022 -0.2077 0.1297 -0.0214
H 4.94125 -0.49260 2.02570 -0.0483 0.3870 -0.1336
H 2.66131 -3.14920 2.14717 -0.5802 -0.5950 -0.1516
H 2.48195 -1.56653 2.89300 -0.2706 0.3554 -0.3480
H 4.01436 -2.37601 2.89981 0.0205 0.0183 -0.1353
H 2.39780 -0.61555 -0.67742 0.0109 -0.0162 -0.2590
H 1.42633 -1.16250 0.70476 0.5832 -0.3247 -0.6052
H 2.06376 -2.37959 -0.49522 -0.0225 0.5075 0.2216
H 4.43581 -4.23525 0.69169 -0.0674 -1.0918 0.2601
Cl 1.04600 3.35472 4.83756 0.2490 -0.9056 0.0262
C 1.35589 1.61104 4.48475 -0.5821 -0.0583 -0.3372
Cl 2.92795 1.06488 5.06170 -0.0019 0.0143 0.0845
H 0.55917 0.96995 4.88837 0.3837 0.6719 0.2426
H 1.31932 1.47422 3.40657 0.1787 0.2559 0.0513
Cl -1.44963 5.68360 -2.71954 0.1071 0.3733 0.0091
C -2.64037 4.40424 -2.55292 -0.1947 -0.1534 0.6904
Cl -4.22579 4.81314 -3.24372 0.3416 -0.1411 -0.0458
H -2.19934 3.54110 -3.01957 -0.2794 -0.3137 -0.3735
H -2.79651 4.19696 -1.49153 0.0784 0.1661 -0.2224
Cl -1.38968 5.97484 1.29260 -0.2684 0.0072 -0.2833
C -1.00055 5.00036 2.69602 1.3500 -0.1778 0.1824
Cl -1.60813 5.70043 4.19729 -0.1752 0.2211 0.2006
H -1.39215 3.98949 2.61020 -0.0094 0.1709 -0.1777
H 0.10571 4.99150 2.78185 -0.8767 -0.1606 -0.0778
Cl 0.42411 1.96765 0.90258 1.0392 0.7403 -0.1124
C -1.00322 1.05182 1.18726 -1.0744 -0.7028 -0.6526
Cl -2.48010 2.00267 0.88003 -0.0039 0.0785 0.1670
H -1.03351 0.24250 0.46004 0.0671 0.0133 0.2196
H -1.00421 0.67148 2.19306 -0.1591 0.1384 0.2025
C 2.36108 2.62030 -2.22723 0.0972 0.2266 1.2567
C 1.56146 1.64946 -2.91744 1.3460 1.7603 1.1657
N 0.99899 0.92283 -3.56335 -1.8319 -2.2645 -1.7240
H 3.32609 2.65643 -2.69513 0.4606 0.2642 -0.4261
H 2.56298 2.26185 -1.19754 -0.3846 0.4496 -0.3999
H 1.87101 3.60765 -2.24685 0.2931 -0.4283 0.1885
C -0.70909 -1.96469 5.17598 -0.3318 0.6065 0.9315
C -0.28692 -1.61355 3.86226 0.5608 0.8569 -3.6362
N -0.01674 -1.28884 2.77233 -0.4677 -0.7997 2.4777
H -1.18008 -2.94046 5.20164 -0.0598 -0.0715 0.0248
H -1.40666 -1.17159 5.50107 0.1612 -0.4882 0.0331
H 0.16149 -1.93592 5.82132 0.0596 -0.1623 0.3091
C -3.72543 3.22116 5.19612 1.1354 0.3618 0.6335
C -2.57000 2.44340 4.75917 -2.8954 2.3002 0.9301
N -1.70876 1.82727 4.39427 2.7912 -2.2399 -1.1650
H -4.28091 3.57919 4.35928 -0.5604 -0.0767 -0.6271
H -3.40070 4.11849 5.74085 0.0374 -0.4299 -0.0395
H -4.27526 2.57688 5.85148 -0.7266 -0.1362 0.2680
```
Positions in Å, forces in eV/Å.

Structure (SMILES)   CC1(C)CCCC(C)(C)N1O.CC1(C)CCCC(C)(C)N1O.ClCCl.ClCCl.ClCCl.ClCCl.CC#N.CC#N.CC#N
Total charge   0
Kohn-Sham gap   8.9 eV
Highest occupied orbital energy   -8.5 eV

---

No. 2
# C28H55FN10O7S

A cluster of 8 separate species, C28H55FN10O7S in total (ωB97M-V/def2-TZVPD, OMol25).

The geometry in XYZ format:
```
102
Properties=species:S:1:pos:R:3:forces:R:3
C 3.41367 -0.34922 -1.91787 0.1335 0.0350 -0.4977
C 2.77218 0.83893 -2.60891 -0.0968 0.0868 0.8719
F 2.79853 1.92910 -1.73834 -0.0198 0.0542 -0.1953
C 1.26872 0.61649 -2.98389 -0.0182 0.7554 -0.0504
C 1.00282 1.49012 -4.15414 0.1416 -0.1332 -0.0511
N 0.87013 2.10311 -5.11508 -0.0872 0.0785 0.0464
C 0.93424 -0.84289 -3.42291 0.0152 -0.2759 0.0289
C -0.02065 -1.47658 -2.51817 -0.2586 0.1383 -0.1729
N -0.89440 -1.88388 -1.89864 0.1177 -0.2163 0.0800
N 0.43056 1.03725 -1.85030 0.0170 0.2309 -0.6973
C -0.68722 1.49946 -2.01357 -0.0210 -0.9020 0.4176
S -2.18589 1.88512 -2.09486 0.0895 0.4161 -0.0512
H 4.03899 -0.87001 -2.64465 -0.0747 -0.2390 0.0829
H 4.09171 -0.01178 -1.13805 -0.0594 0.0771 0.0606
H 2.67481 -1.04306 -1.52194 0.1046 -0.0395 0.2151
H 3.32088 1.17808 -3.48637 0.0032 -0.2527 -0.1224
H 0.47064 -0.82484 -4.40784 -0.0476 -0.0022 -0.0160
H 1.81860 -1.47285 -3.50316 0.1001 0.1286 0.0566
C -2.20902 -1.88328 1.18725 -0.1315 -0.2030 0.0203
N -3.50375 -2.20653 1.76028 0.1284 0.0459 0.0316
C -3.93209 -3.59199 1.81623 -0.0770 0.1097 0.0277
C -4.32567 -1.25764 2.23761 -0.1452 0.1173 0.0241
O -5.42929 -1.46742 2.71330 0.0597 -0.0316 -0.0429
H -2.15919 -2.21781 0.15344 0.1030 0.0505 -0.0163
H -1.41357 -2.37143 1.75642 0.0462 0.0371 -0.0218
H -2.05183 -0.80631 1.21292 -0.0287 0.0097 -0.0070
H -4.85889 -3.72364 1.25659 0.0008 -0.0490 0.0120
H -4.11781 -3.88823 2.84956 -0.0178 -0.0429 -0.0144
H -3.15801 -4.22460 1.38897 0.0216 0.0240 -0.0172
H -3.90417 -0.24225 2.15083 0.0077 0.0138 -0.0029
C -7.95478 0.69336 -0.42177 0.1573 0.0636 -0.0120
N -6.89330 1.50264 -0.98524 -0.0550 -0.1141 0.0432
C -5.66623 1.69517 -0.22220 -0.2539 -0.0090 -0.2149
C -6.99630 2.08471 -2.18944 0.0087 0.0564 -0.0921
O -6.13326 2.77280 -2.71119 -0.0253 -0.0344 0.0431
H -8.29587 1.12173 0.52232 -0.0477 -0.0362 0.0127
H -7.59888 -0.32078 -0.23168 -0.0468 -0.0209 0.0224
H -8.79499 0.64978 -1.11316 0.0102 0.0122 -0.0131
H -5.50611 2.75011 -0.03253 0.0879 0.0190 0.0126
H -4.81493 1.32010 -0.78837 0.0583 0.0352 0.0721
H -5.74334 1.16175 0.72065 -0.0244 -0.0440 0.0460
H -7.96096 1.88082 -2.68663 -0.0009 -0.0013 0.0094
C -1.84426 6.32323 1.47481 0.0311 -0.1146 0.0750
N -2.20146 4.91979 1.52968 0.0689 0.0522 0.0525
C -1.70454 4.09321 2.61439 -0.0962 -0.0434 -0.1118
C -2.98881 4.35924 0.59481 -0.1578 0.0396 -0.2804
O -3.33124 3.18722 0.58776 0.2719 0.0154 0.2890
H -0.75983 6.43583 1.40485 -0.0054 0.0588 -0.0060
H -2.19445 6.83857 2.37183 0.0149 0.0579 -0.0242
H -2.30663 6.78415 0.60379 -0.0393 -0.0222 0.0020
H -1.11064 3.26833 2.21795 0.0112 -0.0156 0.0458
H -2.53682 3.66962 3.17814 0.0333 -0.0231 0.0328
H -1.08905 4.69775 3.27628 0.0001 0.0275 -0.0134
H -3.31035 5.06626 -0.18388 -0.0284 0.0453 -0.0076
C 3.99743 -3.63385 2.48724 -0.1529 0.0914 -0.0456
N 3.12010 -3.16796 1.43137 0.0258 -0.0016 0.0978
C 2.34305 -1.95544 1.62762 0.0025 -0.0863 -0.1297
C 3.00121 -3.82631 0.26329 0.0223 -0.0013 -0.0649
O 2.27412 -3.47027 -0.64903 -0.0036 0.0571 -0.0664
H 3.41755 -3.83423 3.39249 0.0667 0.0120 0.0456
H 4.75137 -2.87480 2.71185 0.0314 -0.0371 0.0534
H 4.49826 -4.54706 2.17170 0.0166 0.0636 -0.0197
H 1.27702 -2.17047 1.54003 -0.0104 0.0527 -0.0032
H 2.59977 -1.21391 0.87046 -0.0297 0.0408 0.0376
H 2.55197 -1.55054 2.61512 0.0192 -0.0237 0.0153
H 3.63337 -4.72621 0.20556 0.0187 0.0219 0.0251
C 5.12520 -9.56827 1.42030 -0.1284 0.1041 0.0476
N 4.91026 -8.13561 1.47392 0.0057 -0.0865 0.0103
C 3.65199 -7.62573 1.99460 0.1086 0.0994 -0.0546
C 5.83703 -7.25722 1.05600 0.0628 0.0230 -0.0561
O 5.70152 -6.04566 1.07945 -0.0087 -0.0851 0.0204
H 4.37065 -10.04053 0.78885 0.0319 -0.0536 -0.0004
H 5.06494 -9.99771 2.42199 0.0225 -0.0544 -0.0206
H 6.10919 -9.77937 1.00737 0.0107 0.0219 -0.0061
H 3.14253 -7.03126 1.23532 -0.0446 -0.0059 0.0262
H 3.83378 -6.98815 2.86073 -0.0471 -0.0047 0.0136
H 3.01776 -8.45861 2.28611 0.0143 -0.0224 -0.0079
H 6.75373 -7.73774 0.67782 -0.0069 -0.0027 0.0055
C -5.43630 7.66182 -4.59302 0.0811 -0.1413 0.0323
N -4.83409 7.02124 -3.44277 -0.0145 0.0418 -0.1024
C -4.01754 5.83206 -3.64337 -0.0210 -0.0142 0.2553
C -5.00643 7.49043 -2.19732 -0.0610 0.0122 0.0384
O -4.52645 6.99515 -1.19262 0.1285 -0.0164 0.0428
H -6.10360 6.96647 -5.10572 -0.0197 0.0440 -0.0363
H -4.66379 7.98803 -5.29253 -0.0429 0.0303 -0.0347
H -6.01097 8.52992 -4.27592 0.0013 0.0017 0.0227
H -4.43986 4.98713 -3.09714 0.0059 -0.0350 -0.0555
H -3.00680 6.01176 -3.27409 0.0211 -0.0503 -0.0360
H -3.98003 5.59444 -4.70302 -0.0224 0.0202 -0.0116
H -5.64221 8.39142 -2.15871 0.0020 -0.0072 -0.0081
C 7.93533 -0.67641 3.02225 -0.1093 0.1425 -0.0363
N 7.11518 -0.14022 1.95569 0.0398 -0.0309 0.0974
C 6.37071 1.08873 2.17669 -0.0022 -0.0725 -0.1154
C 7.01455 -0.74289 0.75538 -0.0082 -0.0832 -0.0662
O 6.33713 -0.32865 -0.16574 -0.0359 0.0275 0.0107
H 7.32192 -0.89999 3.89772 0.0517 -0.0321 0.0319
H 8.70511 0.04324 3.30806 0.0308 -0.0458 0.0400
H 8.41897 -1.59309 2.69103 -0.0095 -0.0067 -0.0230
H 5.30275 0.91165 2.04412 -0.0102 0.0487 0.0069
H 6.67729 1.84914 1.45826 -0.0355 0.0305 0.0165
H 6.55682 1.44674 3.18621 0.0200 -0.0232 0.0117
H 7.61053 -1.66800 0.68056 0.0035 0.0110 0.0131
```
Positions in Å, forces in eV/Å.

Structure (SMILES)   C[C@H](F)[C@@](C#N)(CC#N)N=C=S.CN(C)C=O.CN(C)C=O.CN(C)C=O.CN(C)C=O.CN(C)C=O.CN(C)C=O.CN(C)C=O
Total charge   0
Kohn-Sham gap   9.0 eV
Highest occupied orbital energy   -8.6 eV

---

Calculated values (eV/A) of largest force on an atom for the records, taken in order: 3.813, 0.994.